{"formula": "C52H74F6N4O18P", "method": "ωB97M-V/def2-TZVPD", "e_tot_ha": -4540.22002, "spin_multiplicity": 1, "homo_energy_ev": -6.59, "total_charge": -1, "gap_ev": 8.4, "elements": ["P", "F", "F", "F", "F", "F", "F", "O", "C", "O", "C", "C", "C", "H", "H", "H", "H", "H", "H", "O", "C", "O", "C", "C", "C", "H", "H", "H", "H", "H", "H", "O", "C", "O", "C", "C", "C", "H", "H", "H", "H", "H", "H", "O", "C", "O", "C", "C", "C", "H", "H", "H", "H", "H", "H", "O", "C", "O", "C", "C", "C", "H", "H", "H", "H", "H", "H", "O", "C", "O", "C", "C", "C", "H", "H", "H", "H", "H", "H", "O", "C", "O", "C", "C", "C", "H", "H", "H", "H", "H", "H", "O", "C", "O", "C", "C", "C", "H", "H", "H", "H", "H", "H", "O", "C", "O", "C", "C", "C", "H", "H", "H", "H", "H", "H", "N", "C", "C", "C", "C", "H", "H", "H", "H", "H", "N", "C", "C", "C", "C", "H", "H", "H", "H", "H", "N", "C", "C", "C", "C", "H", "H", "H", "H", "H", "N", "C", "C", "C", "C", "H", "H", "H", "H", "H"], "xyz": [[21.30991, -13.09635, 24.41201], [20.42323, -12.50084, 25.65192], [22.17462, -13.99213, 25.46930], [20.25215, -14.29752, 24.32588], [22.10522, -13.59850, 23.12381], [20.42307, -12.11814, 23.46937], [22.41512, -11.94818, 24.68879], [18.50641, -20.25661, 21.09442], [18.92075, -19.14846, 21.25486], [18.19317, -18.23194, 21.92784], [18.89179, -16.97507, 22.01328], [19.88517, -17.01386, 20.85192], [20.15885, -18.50416, 20.67490], [19.38448, -16.85679, 22.97914], [18.14973, -16.20491, 21.84850], [20.75876, -16.39187, 21.05861], [19.44979, -16.58898, 19.94516], [21.04765, -18.88095, 21.17931], [20.26941, -18.76851, 19.62445], [18.32679, -18.48501, 25.67434], [18.58810, -17.56851, 26.35080], [19.43580, -17.67805, 27.39403], [19.54990, -16.43550, 28.12909], [18.90576, -15.37045, 27.24542], [18.08151, -16.14496, 26.22069], [20.58804, -16.24138, 28.37731], [18.92690, -16.60104, 29.01294], [19.67234, -14.73957, 26.80501], [18.25969, -14.72005, 27.83877], [18.18613, -15.62977, 25.26976], [17.01853, -16.15655, 26.46869], [23.14950, -8.44898, 19.14120], [22.83363, -9.09450, 20.09240], [23.36470, -10.32806, 20.32743], [23.04540, -10.81159, 21.65492], [22.32724, -9.64155, 22.32965], [21.87121, -8.73877, 21.21655], [23.97832, -11.05507, 22.15999], [22.41840, -11.70180, 21.59390], [23.15519, -9.16232, 22.86363], [21.62795, -9.97227, 23.08616], [21.97850, -7.69308, 21.48510], [20.86619, -8.94149, 20.83546], [26.75004, -18.76867, 28.27816], [25.70500, -18.26720, 28.01046], [24.55132, -18.95447, 28.19082], [23.43836, -18.23262, 27.63912], [24.05034, -17.19061, 26.68597], [25.39945, -16.93119, 27.36664], [23.03601, -17.63048, 28.46456], [22.70870, -18.90367, 27.20513], [23.36846, -16.34646, 26.62033], [24.26876, -17.58702, 25.69602], [25.27052, -16.22629, 28.19488], [26.19786, -16.67259, 26.68408], [21.27436, -7.64613, 25.47392], [20.76905, -8.24740, 26.37184], [20.91456, -7.87575, 27.66197], [20.12793, -8.68444, 28.53099], [19.87322, -9.97872, 27.75660], [19.93034, -9.51314, 26.30028], [19.19136, -8.23839, 28.86972], [20.75567, -8.88054, 29.39773], [18.97043, -10.55963, 27.93916], [20.67777, -10.69662, 27.94201], [18.92662, -9.28081, 25.93261], [20.37518, -10.21947, 25.60223], [26.89365, -10.78912, 24.54290], [26.09254, -10.20744, 25.16931], [25.12450, -9.49177, 24.56795], [24.24044, -8.88076, 25.54601], [24.56615, -9.58070, 26.87734], [25.95615, -10.12503, 26.67778], [23.21148, -9.05037, 25.25721], [24.46878, -7.81315, 25.53865], [23.77549, -10.32638, 26.99319], [24.42027, -8.87293, 27.69352], [26.17493, -11.08300, 27.13911], [26.71659, -9.39176, 26.96760], [25.93546, -16.12631, 20.90930], [25.15380, -15.34650, 20.41006], [25.56472, -14.16297, 19.89849], [24.54449, -13.55392, 19.09288], [23.25287, -14.17148, 19.63448], [23.71232, -15.58506, 19.99762], [24.70186, -13.81128, 18.03979], [24.57783, -12.47083, 19.17624], [22.38856, -14.16959, 18.97137], [22.89813, -13.53129, 20.44659], [23.69235, -16.26273, 19.14314], [23.10890, -16.01266, 20.79676], [16.36959, -14.47730, 23.75344], [16.06342, -13.54163, 24.41314], [14.88680, -13.40447, 25.02327], [14.77139, -12.12174, 25.65418], [16.21252, -11.60964, 25.78999], [16.97603, -12.34672, 24.64800], [14.30465, -12.17579, 26.63066], [14.23330, -11.45984, 24.97705], [16.66047, -11.78536, 26.76717], [16.26883, -10.54071, 25.57994], [17.96338, -12.64648, 24.98912], [17.06856, -11.62056, 23.84334], [27.66683, -13.21510, 27.59061], [27.26396, -13.43880, 26.50550], [25.94516, -13.50875, 26.23331], [25.68599, -13.83794, 24.84468], [27.00278, -14.47307, 24.42763], [28.06666, -13.77721, 25.26425], [25.41482, -12.94140, 24.29239], [24.87918, -14.56677, 24.83958], [27.10901, -14.39818, 23.34078], [27.07413, -15.55336, 24.56590], [28.44927, -12.83636, 24.86889], [28.87933, -14.46777, 25.46447], [19.01801, -9.83801, 22.53089], [19.03621, -8.50416, 22.83963], [18.42634, -7.79322, 21.85005], [18.10535, -8.72172, 20.82149], [18.56285, -9.93764, 21.23472], [19.41621, -10.60793, 23.04996], [19.53075, -8.11347, 23.71554], [18.29009, -6.72660, 21.87349], [17.58579, -8.48300, 19.90925], [18.52133, -10.91366, 20.76908], [19.89219, -13.24180, 20.90484], [19.94818, -13.06834, 19.54939], [18.71493, -13.42283, 19.05193], [17.91253, -13.82960, 20.14395], [18.67447, -13.73658, 21.28245], [20.67577, -13.26991, 21.53764], [20.83654, -12.69351, 19.07742], [18.43765, -13.42686, 18.01072], [16.88548, -14.14048, 20.03922], [18.52033, -14.10150, 22.28259], [24.03533, -18.33089, 22.91718], [23.68213, -17.03636, 23.19303], [22.46308, -16.98368, 23.78560], [21.96980, -18.32802, 23.75490], [22.95439, -19.10852, 23.22819], [24.87134, -18.56481, 22.42081], [24.40233, -16.27083, 22.96971], [21.99910, -16.08054, 24.13294], [20.99298, -18.66590, 24.06588], [22.97302, -20.18568, 23.15533], [22.21847, -13.18422, 28.09761], [21.34941, -13.26062, 29.15020], [22.05064, -13.08310, 30.31306], [23.41092, -12.87128, 29.94619], [23.47860, -12.95613, 28.57540], [22.03490, -13.34156, 27.11039], [20.30058, -13.45755, 28.98742], [21.67081, -13.16172, 31.31858], [24.23525, -12.76249, 30.62953], [24.34375, -12.89372, 27.93789]], "forces_ev_per_a": [[-0.1, 0.8, 1.8], [0.1, -0.1, 0.5], [0.0, -0.6, -0.6], [-0.1, -0.1, -0.8], [0.2, -0.5, 0.0], [0.1, -0.2, -0.4], [-0.2, 0.4, -0.6], [0.2, -0.6, 0.0], [-0.6, 0.3, -0.3], [0.3, 0.1, 0.4], [-0.2, 0.0, -0.8], [0.4, 0.4, 0.1], [0.2, 0.2, -0.3], [-0.1, -0.1, 0.1], [-0.1, 0.1, 0.3], [0.1, -0.2, 0.1], [-0.2, -0.1, 0.1], [0.0, 0.1, 0.2], [-0.2, -0.2, 0.0], [-0.6, -2.1, -1.5], [0.6, 1.9, 0.3], [0.6, 0.3, 0.3], [-1.1, -0.6, -0.1], [-0.1, 0.4, 0.5], [0.3, 0.7, 0.7], [0.0, -0.1, 0.1], [0.5, 0.2, 0.3], [0.0, 0.0, -0.3], [0.1, 0.1, 0.1], [0.0, -0.8, -0.4], [0.0, 0.0, 0.0], [-0.1, 0.1, -0.4], [0.0, -0.1, 0.6], [0.1, -0.2, 0.0], [-0.5, 0.2, -0.4], [1.3, -0.3, 0.8], [0.2, -0.1, -0.4], [0.0, -0.1, -0.1], [0.1, 0.0, -0.3], [-0.4, 0.4, 0.1], [-0.3, 0.1, -0.2], [-0.2, 0.1, -0.2], [0.0, 0.1, 0.2], [0.8, 0.1, 0.3], [-0.6, -0.4, -0.6], [-0.3, -0.3, -0.2], [0.6, 1.3, 0.3], [0.3, -0.6, 0.2], [-0.6, -0.2, 0.4], [-0.5, -0.4, 0.0], [0.0, -0.1, 0.0], [0.2, 0.2, -0.2], [-0.4, -0.1, -0.1], [0.3, 0.3, -0.2], [0.1, 0.4, 0.1], [0.2, 0.3, -0.3], [-0.5, -0.6, 0.0], [-0.3, 0.6, 0.0], [0.1, -1.3, 0.6], [0.5, -0.8, -0.7], [-0.1, 0.2, 0.2], [0.1, 0.6, -0.3], [-0.1, 0.1, 0.1], [-0.2, 0.5, 0.4], [0.1, 0.2, 0.0], [0.1, 0.2, -0.1], [0.1, 0.0, 0.1], [2.0, -1.4, -1.3], [-1.8, 0.8, 1.3], [-0.6, 0.2, 0.1], [0.7, -0.1, 0.0], [-1.3, 0.6, -0.2], [0.2, 0.3, -0.2], [0.0, 0.1, -0.3], [-0.2, 0.0, 0.1], [0.5, -0.4, 0.2], [0.3, -0.1, 0.1], [0.0, 0.0, 0.1], [0.0, -0.1, 0.2], [-0.7, 0.8, 0.2], [0.8, -1.0, -1.0], [0.3, 0.1, 0.3], [-0.8, -0.2, -0.3], [-0.4, 0.3, -0.5], [-0.5, 0.9, 0.9], [0.2, -0.1, 0.1], [0.2, 0.0, 0.3], [0.4, -0.1, -0.5], [0.3, -0.6, 0.5], [0.1, 0.1, 0.0], [0.2, -0.2, 0.0], [-0.2, -1.3, -0.5], [1.4, 1.2, -0.7], [-0.8, -0.1, 0.6], [1.1, 0.6, -0.2], [0.6, 0.4, -0.7], [-0.9, 0.8, 1.9], [-0.4, -0.4, -0.1], [-0.3, -0.1, 0.1], [-0.2, -0.2, 0.0], [-0.2, 0.1, 0.3], [0.1, -0.2, -0.3], [0.0, -0.6, -0.6], [0.5, 0.7, 1.7], [0.1, -0.9, -1.4], [-0.7, 0.5, 0.0], [0.6, -0.9, 0.8], [0.3, 0.1, -1.9], [-0.5, -0.2, -0.1], [0.1, 0.0, 0.0], [-0.2, 0.2, 0.0], [0.3, 0.4, 0.1], [-0.5, 0.0, 0.5], [-0.1, -0.1, -0.2], [0.2, 0.3, 0.4], [0.3, 0.7, -1.0], [0.0, 0.2, 1.1], [0.1, -0.2, -0.1], [0.1, 0.5, 0.0], [-0.7, -1.3, 0.3], [0.1, 0.3, -0.1], [-0.1, -0.2, 0.2], [-0.1, 0.1, -0.1], [0.1, -0.2, -0.2], [-0.1, 0.1, 0.0], [0.3, -0.5, 0.3], [-0.4, -0.1, 0.2], [0.4, 0.2, -0.2], [-0.3, -0.1, -0.2], [0.1, 0.0, -0.4], [0.1, 0.3, -0.2], [0.0, 0.1, -0.1], [-0.1, 0.2, 0.0], [0.0, -0.1, 0.3], [-0.2, 0.3, 0.1], [-0.9, 0.7, 0.1], [1.3, 0.5, 0.1], [-0.4, -0.5, -0.7], [-0.2, 0.5, 0.4], [0.1, -1.1, 0.2], [0.1, -0.3, -0.1], [0.0, 0.2, 0.1], [-0.2, 0.0, 0.1], [0.1, -0.1, 0.2], [0.1, 0.1, -0.2], [0.4, 0.1, 0.0], [-0.4, -0.2, -0.2], [0.3, 0.0, 0.0], [-0.2, -0.3, 0.0], [0.1, 0.1, 0.4], [-0.2, 0.1, 0.5], [0.1, 0.0, 0.0], [-0.1, 0.1, 0.0], [0.1, 0.1, -0.1], [-0.1, 0.0, -0.2]]}